# 1
The following is a DFT calculation (ωB97M-V/def2-TZVPD) of C4H5AgO5 as an isolated structure in a non-equilibrium geometry.

Kohn-Sham gap (spin up / spin down) = 5.452 / 4.095 eV
E = -18460.0835 eV
charge = 0

Last column: natural (NBO) charge in e.
Geometry (Å):
O: -1.72584 -0.15975 0.79046  -0.53
C: -0.89343 0.89504 0.51505  0.83
C: -2.94719 -0.00231 0.08036  -0.11
O: 0.40079 0.71794 0.51185  -0.65
O: -1.35810 1.60092 -0.54049  -0.48
C: -2.70623 1.23357 -0.80197  -0.11
H: -3.75061 0.15258 0.81151  0.19
H: -3.11770 -0.92686 -0.48401  0.19
H: -3.36389 2.06818 -0.52446  0.19
H: -2.79892 1.01678 -1.87191  0.20
O: 3.18007 0.92605 -0.62437  -0.72
C: 2.03867 0.22040 -0.60826  0.66
O: 2.12038 -1.02059 -0.53303  -0.87
H: 3.92786 0.32039 -0.76751  0.46
Ag: 0.52549 -2.09645 0.66761  0.75

# 2
The following is a DFT calculation (ωB97M-V/def2-TZVPD) of one molecule with the formula C4H4N2S in a non-equilibrium geometry.

Kohn-Sham gap = 7.880 eV
E = -18026.4190 eV
charge = 0
SMILES = [H]/N=C1\C=CNC1=S

Last column: natural (NBO) charge in e.
Geometry (Å):
H: 1.62338 -2.30764 -0.09605  0.34
N: 0.94948 -1.91273 0.56759  -0.53
C: 0.30552 -0.90048 0.04751  0.18
C: 0.59593 0.03654 -1.09588  -0.36
C: -0.13260 1.13728 -0.75574  0.03
N: -0.95148 1.02764 0.44911  -0.61
C: -0.75693 -0.23439 0.93312  0.02
S: -1.62987 -0.72644 2.20784  0.00
H: 1.28068 -0.11155 -1.95733  0.25
H: -0.03378 2.09799 -1.37044  0.23
H: -1.25032 1.89378 1.07027  0.45

# 3
The following is a DFT calculation (ωB97M-V/def2-TZVPD) of C44H51N13O2SbSeW as an isolated structure in a non-equilibrium geometry.

Kohn-Sham gap (spin up / spin down) = 4.436 / 4.445 eV
E = -143606.7660 eV
charge = +3
multiplicity = 3

Last column: Mulliken spin population.
Geometry (Å):
W: 0.30118 0.15672 -0.41570  1.24
C: -1.03946 3.24291 2.48761  0.00
C: -0.24894 2.39267 1.55996  0.05
N: -0.70675 1.29368 1.02315  -0.06
N: -1.91228 0.80316 1.43279  0.00
C: -2.02877 -0.43464 1.03012  0.07
O: -1.01064 -0.95673 0.36133  0.06
C: -3.20033 -1.23615 1.32391  -0.02
C: -3.18681 -2.60467 1.03970  0.00
C: -4.29091 -3.38208 1.33522  0.00
C: -5.41750 -2.79664 1.90095  0.00
C: -5.43733 -1.43485 2.18138  0.00
C: -4.33326 -0.65394 1.90075  0.00
C: 1.13604 2.59093 1.22594  0.08
C: 1.92477 3.60028 1.78425  0.01
C: 3.28664 3.59011 1.59873  0.02
C: 3.84531 2.56660 0.82884  0.00
C: 3.01725 1.63047 0.26836  0.04
N: 1.67726 1.61410 0.42917  0.04
H: -2.00669 2.78089 2.66032  0.00
H: -1.19003 4.24142 2.07114  0.01
H: -0.53203 3.35864 3.44704  0.01
H: -2.29931 -3.04378 0.60236  0.00
H: -4.27669 -4.44488 1.13434  0.00
H: -6.27875 -3.40973 2.13008  0.00
H: -6.31647 -0.98960 2.62652  0.00
H: -4.32680 0.40475 2.12288  0.00
H: 1.44328 4.35523 2.39095  0.00
H: 3.91982 4.33820 2.05631  0.00
H: 4.91394 2.50768 0.67991  0.00
H: 3.42253 0.84312 -0.35546  0.02
C: -2.60820 -3.07270 -2.47823  0.00
C: -1.45219 -2.14292 -2.61849  0.01
O: -1.34893 -1.08126 -1.98242  0.04
N: -0.49071 -2.43322 -3.49850  0.00
C: 0.52434 -1.44601 -3.74285  -0.04
C: 1.75602 -1.56338 -2.81769  0.09
C: 2.41050 -2.89109 -3.09966  0.02
C: 3.32715 -3.36627 -2.24419  0.00
C: 3.56848 -2.63178 -1.03931  0.02
C: 2.68114 -1.68608 -0.67008  -0.03
N: 1.55930 -1.27873 -1.39830  0.09
H: -3.32954 -2.65739 -1.78089  0.00
H: -2.27030 -4.04287 -2.10876  0.00
H: -3.09099 -3.23447 -3.44302  0.00
H: -0.51087 -3.28527 -4.03513  0.00
H: 0.07730 -0.45738 -3.63776  0.01
H: 0.88341 -1.56150 -4.76576  0.00
H: 2.09974 -3.42977 -3.98668  0.00
H: 3.83335 -4.30726 -2.41769  0.00
H: 4.39619 -2.89672 -0.39800  0.00
H: 2.79593 -1.21704 0.29537  0.01
C: 0.68482 -3.19770 1.18167  0.02
C: 1.14684 -2.08804 2.05603  0.02
N: 1.16835 -0.79360 1.72324  0.08
C: 1.62256 -0.11320 2.84028  0.01
C: 1.88277 -0.99553 3.82855  0.00
N: 1.59950 -2.24359 3.32693  0.00
C: 1.86258 -3.49172 4.06844  0.00
N: 3.06809 -4.16673 3.67705  0.00
N: 3.09340 -4.99944 2.59616  0.00
N: 4.24986 -5.50545 2.47457  0.00
C: 5.05495 -5.05038 3.49135  0.00
C: 6.38280 -5.34458 3.80993  0.00
C: 6.91928 -4.70066 4.90023  0.00
C: 6.16906 -3.78513 5.65992  0.00
C: 4.85262 -3.49782 5.36886  0.00
C: 4.30194 -4.16434 4.27676  0.00
H: 0.38049 -2.81299 0.21624  -0.01
H: -0.16399 -3.70777 1.64511  0.00
H: 1.46394 -3.94277 1.06071  0.00
H: 1.71848 0.95565 2.87400  0.00
H: 2.24729 -0.84154 4.82963  0.00
H: 1.01184 -4.16178 3.95498  0.00
H: 1.96381 -3.21597 5.11462  0.00
H: 6.94125 -6.06291 3.22615  0.00
H: 7.94109 -4.90408 5.18944  0.00
H: 6.64118 -3.29674 6.50160  0.00
H: 4.28875 -2.79363 5.96736  0.00
C: -4.66914 1.02644 -1.21315  0.00
C: -3.60876 2.07986 -0.89539  -0.01
Sb: -1.65555 1.74577 -1.82094  0.03
C: -2.24989 1.43387 -3.90380  0.02
C: -3.06611 0.21680 -4.31466  0.00
C: -1.22474 3.86781 -2.25256  0.01
C: -2.38880 4.71454 -2.75418  0.00
H: -5.49026 1.12898 -0.50274  0.00
H: -4.28670 0.00831 -1.13302  0.00
H: -5.08141 1.17713 -2.20878  0.00
H: -3.42590 2.13703 0.17466  0.00
H: -3.91928 3.05705 -1.25861  0.00
H: -1.32792 1.49721 -4.48722  0.00
H: -2.82616 2.33453 -4.10244  0.00
H: -2.54990 -0.71998 -4.12951  0.00
H: -3.25828 0.27990 -5.38721  0.00
H: -4.03034 0.18855 -3.81356  0.00
H: -0.44208 3.83922 -3.01461  0.00
H: -0.81311 4.32498 -1.34798  0.00
H: -2.86995 4.29273 -3.63335  0.00
H: -2.00527 5.69466 -3.04058  0.00
H: -3.14033 4.87139 -1.98313  0.00
Se: 4.10310 -0.79289 -4.45869  0.00
N: 4.35732 0.90792 -4.55270  0.00
C: 3.49185 1.59197 -3.82541  0.01
C: 3.47230 2.99343 -3.70885  0.00
C: 2.52838 3.51936 -2.86676  0.00
C: 1.64842 2.68632 -2.17588  0.01
N: 1.58335 1.34565 -2.27183  0.00
C: 2.51209 0.81849 -3.09944  0.03
N: 2.66219 -0.48778 -3.32382  0.00
H: 4.18061 3.60631 -4.25098  0.00
H: 2.45519 4.59041 -2.73535  0.00
H: 0.97025 3.12082 -1.45986  0.00

# 4
The following is a DFT calculation (ωB97M-V/def2-TZVPD) of C7H12AgO4 as an isolated structure in a non-equilibrium geometry.

Kohn-Sham gap = 6.210 eV
E = -19641.5899 eV
charge = -1

Last column: natural (NBO) charge in e.
Geometry (Å):
C: -0.48827 3.17675 1.89188  -0.88
C: -1.59502 2.22593 2.20134  -0.13
O: -2.45116 2.00844 1.00316  -0.83
Ag: -1.13973 3.08066 -0.50557  0.63
H: 0.50805 2.74422 2.07264  0.20
H: -3.11077 1.33333 1.18846  0.47
H: -0.57816 4.13317 2.42987  0.19
H: -2.28475 2.57636 2.98982  0.16
H: -1.23304 1.22243 2.48643  0.17
O: 2.68142 -3.34819 1.25448  -0.78
C: 1.86631 -3.14087 0.33545  0.94
O: 1.30218 -3.96031 -0.41448  -0.81
O: 1.54700 -1.79641 0.17535  -0.58
C: 0.59159 -1.44958 -0.81095  -0.04
C: 0.37246 0.05722 -0.75676  -0.48
C: -0.69578 0.48442 -1.71974  -0.13
C: -0.51801 1.33415 -2.74045  -0.49
H: -0.35564 -1.98056 -0.62815  0.17
H: 0.95018 -1.74579 -1.80907  0.17
H: 1.31557 0.58055 -0.97318  0.21
H: 0.06510 0.33314 0.26607  0.23
H: -1.68268 0.02700 -1.58192  0.20
H: -1.34125 1.58878 -3.41200  0.20
H: 0.46363 1.76823 -2.95374  0.20

# 5
The following is a DFT calculation (ωB97M-V/def2-TZVPD) of a 7-piece molecular cluster, C28H62Cl4N6O8P2 overall in a non-equilibrium geometry.

Kohn-Sham gap (spin up / spin down) = 6.964 / 2.050 eV
E = -124021.7884 eV
charge = +1
multiplicity = 2

Last column: Mulliken spin population.
Geometry (Å):
Cl: -1.41582 -0.48682 -1.19497  0.00
C: -0.71796 -0.49229 0.48234  0.00
C: 0.66257 0.10929 0.49388  0.00
Cl: 1.66712 -0.42209 1.90562  0.00
H: -0.66879 -1.54231 0.77067  0.00
H: -1.32293 0.17960 1.09118  0.00
H: 0.65154 1.18155 0.29831  0.00
H: 1.24475 -0.33694 -0.31238  0.00
Cl: -1.41920 -2.10074 3.62046  0.00
C: -1.74464 -1.70517 5.31762  0.00
C: -2.85783 -0.71660 5.61484  0.00
Cl: -4.27706 -1.16081 4.70232  0.00
H: -0.78245 -1.58903 5.81640  0.00
H: -2.14191 -2.64813 5.69324  0.00
H: -2.62309 0.32607 5.40077  0.00
H: -3.16496 -0.81060 6.65644  0.00
O: 4.40249 -3.67537 -3.38014  0.00
P: 3.09410 -4.00833 -2.71485  0.00
N: 2.74074 -5.64714 -2.39743  0.00
C: 2.21556 -6.46840 -3.49375  0.00
C: 3.60921 -6.58279 -1.63414  0.00
N: 1.75601 -3.45933 -3.54637  0.00
C: 0.40943 -3.69185 -2.96323  0.00
C: 1.89264 -2.67636 -4.76042  0.00
N: 2.84908 -3.30322 -1.15439  0.00
C: 3.72680 -2.13588 -0.83505  0.00
C: 2.00145 -3.82411 0.01745  0.00
H: 1.34014 -7.00677 -3.13059  0.00
H: 2.94901 -7.17126 -3.88889  0.00
H: 1.90899 -5.77115 -4.27347  0.00
H: 3.14745 -7.55422 -1.45755  0.00
H: 3.87717 -6.16110 -0.66539  0.00
H: 4.53629 -6.77891 -2.17281  0.00
H: -0.38931 -3.60022 -3.69925  0.00
H: 0.51538 -4.70047 -2.56377  0.00
H: 0.23829 -2.90415 -2.22951  0.00
H: 1.73736 -1.59898 -4.70341  0.00
H: 2.84696 -2.80947 -5.26997  0.00
H: 1.16463 -3.12271 -5.43783  0.00
H: 4.02337 -1.53909 -1.69759  0.00
H: 3.08539 -1.47982 -0.24659  0.00
H: 4.65301 -2.42262 -0.33704  0.00
H: 1.16594 -3.12929 0.10261  0.00
H: 2.65577 -3.73425 0.88456  0.00
H: 1.66101 -4.83436 -0.20969  0.00
O: -1.43130 4.39649 2.92648  0.01
P: -0.04861 4.91434 2.80391  -0.05
N: 1.17569 3.78285 3.07246  0.47
C: 0.86319 2.76375 4.12043  -0.02
C: 2.53948 4.08113 2.81804  -0.01
N: 0.33039 6.18503 3.90818  0.42
C: 1.52586 6.98033 3.85416  -0.02
C: -0.38587 6.40560 5.12505  -0.02
N: 0.24117 5.47224 1.24509  0.00
C: 0.15310 4.55609 0.13213  0.00
C: -0.33648 6.79857 0.83241  0.00
H: 0.91705 1.73888 3.75325  0.03
H: -0.18396 2.91264 4.38388  0.00
H: 1.60982 2.74640 4.91438  0.02
H: 3.11091 3.20037 3.11100  0.01
H: 2.82851 4.78090 3.60219  0.05
H: 2.75826 4.47402 1.82512  0.01
H: 1.99891 6.85903 2.87969  0.00
H: 1.39240 8.04009 4.07140  0.02
H: 2.27367 6.56955 4.53249  0.04
H: -0.28661 5.59749 5.84977  0.03
H: -0.10052 7.32801 5.63085  0.01
H: -1.46766 6.38749 4.99273  0.01
H: -0.80794 4.04443 0.18417  0.00
H: 0.19166 5.16626 -0.77026  0.00
H: 0.87773 3.74273 0.09379  0.00
H: -0.41043 7.51401 1.65142  0.00
H: -1.37500 6.65430 0.53449  0.00
H: 0.16855 7.24718 -0.02303  0.00
O: -5.64387 -0.33204 -2.33098  0.00
C: -5.26823 0.69230 -1.72076  0.00
O: -5.64640 0.80554 -0.50164  0.00
C: -5.18303 1.98292 0.21092  0.00
C: -4.52292 2.68873 -0.94125  0.00
C: -4.37135 1.80628 -2.13071  0.00
H: -4.59446 1.70050 1.08380  0.00
H: -6.03505 2.56431 0.56326  0.00
H: -3.62036 3.12526 -0.51353  0.00
H: -5.17336 3.52264 -1.20510  0.00
H: -3.33051 1.50929 -2.25936  0.00
H: -4.74618 2.30784 -3.02293  0.00
O: -3.67971 -7.55585 -1.52085  0.00
C: -3.00912 -6.83224 -0.81272  0.00
O: -2.54157 -7.12920 0.40550  0.00
C: -2.08530 -5.90608 1.07567  0.00
C: -1.70069 -5.06643 -0.11332  0.00
C: -2.72638 -5.34899 -1.16975  0.00
H: -1.17950 -6.16847 1.62228  0.00
H: -2.80942 -5.52899 1.79786  0.00
H: -0.74837 -5.42777 -0.50140  0.00
H: -1.59504 -4.00559 0.11371  0.00
H: -2.17076 -5.24224 -2.10140  0.00
H: -3.54358 -4.63443 -1.26826  0.00
O: 2.77672 1.12969 -1.98283  0.00
C: 2.01519 1.69081 -2.80452  0.00
O: 0.68462 1.38115 -2.83206  0.00
C: 0.19142 2.15606 -3.86990  0.00
C: 1.15694 3.21098 -4.31438  0.00
C: 2.44261 2.56802 -3.79049  0.00
H: -0.76778 2.57612 -3.56727  0.00
H: 0.11385 1.50268 -4.73891  0.00
H: 1.10637 4.24066 -3.96041  0.00
H: 0.98296 3.50941 -5.34819  0.00
H: 3.28532 3.21171 -3.53828  0.00
H: 2.91172 1.96239 -4.56590  0.00

# 6
The following is a DFT calculation (ωB97M-V/def2-TZVPD) of a 2-piece molecular cluster, CH6S2 overall in a non-equilibrium geometry.

Kohn-Sham gap (spin up / spin down) = 2.185 / 8.395 eV
E = -22802.9935 eV
charge = -1
multiplicity = 2

Last column: Mulliken spin population.
Geometry (Å):
S: 1.46918 -0.10644 1.52412  0.77
H: 2.10534 0.71125 2.44353  -0.04
H: 2.54675 -0.89868 1.23095  -0.21
C: -0.02053 -0.20069 -1.66994  0.67
S: -1.68841 0.15425 -0.72473  0.20
H: 0.74618 0.39442 -1.14264  -0.05
H: -0.07951 0.09729 -2.75563  -0.13
H: 0.24667 -1.34670 -1.52877  -0.19
H: -1.93459 1.48149 -1.01817  -0.02